ORCA calculation (wB97M-V/def2-TZVPD) on a structure of composition C8H15ClGaINOPS in a non-equilibrium geometry.

Calculated values
* Kohn-Sham gap (spin up / spin down): 5.119 / 5.073 eV
* LUMO level (spin up / spin down): -11.4 / -11.4 eV
* 2S+1: 1
* energy: -105183.39636 eV
* charge: +2
* E_HOMO (spin up / spin down): -16.5 / -16.5 eV

```
30
C8H15ClGaINOPS, DFT wB97M-V/def2-TZVPD
C 0.45579 -1.44412 -0.02580
I 0.91736 1.68299 0.57167
H -0.12862 -2.22070 -0.54123
H 1.06687 -1.89503 0.76443
H 1.13744 -0.99466 -0.76124
Ga -0.90288 -0.31489 0.97517
P -0.53195 0.50093 -1.90308
C 1.05051 0.89217 -2.76047
C -1.10404 -0.88890 -2.95504
H -2.58659 1.74844 -1.85870
H -1.86156 1.73176 -3.50173
H -1.19049 2.80931 -2.22209
C -1.65458 1.83948 -2.43008
H -2.06368 -1.26188 -2.57674
H -1.22547 -0.52254 -3.98297
H 0.87721 0.90075 -3.84307
H 1.80448 0.13382 -2.52970
H -0.36575 -1.70168 -2.93910
H 1.42430 1.86579 -2.43511
C 3.67791 -0.37858 0.80596
O 4.53461 0.31226 0.50921
Cl -3.02216 -0.13768 0.77006
S -0.67021 0.29386 5.46990
C 0.76192 -0.56325 4.89029
C 0.68719 -0.82339 3.55495
N -0.53849 -0.41762 2.99901
C -1.31705 0.23300 3.89317
H 1.58721 -0.81909 5.52838
H 1.44142 -1.26716 2.90399
H -2.26071 0.70656 3.62997
```

=====

ORCA calculation (wB97M-V/def2-TZVPD) on a structure of composition C40H110FLiN10O10 in a non-equilibrium geometry.

Calculated values
* Kohn-Sham gap: 8.265 eV
* ΔE to the lowest compared entry with this formula, charge and spin: 0.000 eV
* LUMO level: 0.2 eV
* 2S+1: 1
* energy: -81555.93933 eV
* charge: 0
* E_HOMO: -8.0 eV

```
172
C40H110FLiN10O10, DFT wB97M-V/def2-TZVPD
Li 0.39604 0.65652 1.49186
F -0.08051 0.77255 -0.54085
C -1.75428 5.52928 0.32435
C -1.82807 7.02538 -0.19248
C -1.77644 7.15634 -1.75090
O -1.82910 8.51217 -2.20434
C -1.94539 8.71169 -3.64006
N -3.05795 7.63410 0.35684
H -1.01103 5.09861 -0.34662
H -2.64029 4.90745 0.19622
H -1.41903 5.42270 1.35602
H -0.96517 7.55039 0.21723
H -2.68167 6.68648 -2.13547
H -0.84100 6.82631 -2.20272
H -1.35831 8.01539 -4.23891
H -1.60884 9.70238 -3.94556
H -2.96256 8.63231 -4.02371
H -3.82888 7.05074 0.06450
H -3.09137 7.49244 1.35630
C 2.11847 -0.44777 4.66679
C 2.11544 -1.24741 3.38206
C 2.37981 -2.78906 3.63446
O 3.78029 -2.88006 3.91785
C 4.17940 -4.29455 3.95744
N 0.83753 -1.13437 2.65177
H 1.27317 -0.75416 5.28297
H 1.82946 0.60103 4.59892
H 3.06065 -0.45323 5.21485
H 2.92354 -0.86924 2.75590
H 2.21960 -3.15193 2.61920
H 1.72748 -3.25251 4.37458
H 3.60243 -4.91623 4.64208
H 5.18531 -4.45728 4.34444
H 3.95504 -4.76235 2.99883
H 0.81182 -1.90626 2.00092
H 0.13932 -1.33996 3.35200
C -1.04598 -1.82635 -5.06218
C -1.03783 -0.52518 -4.29076
C -2.39609 0.00815 -3.87860
O -3.17203 0.31464 -5.00965
C -4.47306 0.98168 -4.77168
N -0.08307 -0.81888 -3.24535
H -1.47730 -2.66191 -4.51089
H -0.04907 -2.13487 -5.37697
H -1.56733 -1.67896 -6.00800
H -0.62040 0.30482 -4.86079
H -2.14228 0.86870 -3.25962
H -2.98129 -0.63679 -3.22309
H -4.40801 2.02061 -4.44841
H -5.02596 0.39965 -4.03436
H -5.09820 1.05803 -5.66132
H -0.20366 -1.71296 -2.79129
H -0.10805 -0.13458 -2.50290
C 7.96705 -0.93117 -0.38194
C 6.46610 -1.48850 -0.38428
C 5.53333 -0.41985 -0.97876
O 4.23040 -0.82277 -1.02453
C 3.43851 -0.74708 0.11648
N 6.42415 -2.74786 -1.11764
H 8.04776 0.13449 -0.16755
H 8.55168 -1.22290 -1.25440
H 8.45852 -1.34424 0.49894
H 6.15351 -1.67542 0.64307
H 5.81123 -0.19831 -2.00918
H 5.61307 0.53760 -0.46394
H 3.95136 -1.38219 0.83878
H 2.44515 -1.10605 -0.15277
H 3.41985 0.25738 0.53932
H 7.02834 -3.51988 -0.87466
H 5.47599 -3.08891 -1.04852
C 4.68724 -1.66352 -4.54565
C 3.13676 -2.04764 -4.71721
C 2.62045 -3.09998 -3.68524
O 3.38648 -4.25657 -3.59716
C 3.42788 -5.21753 -4.65033
N 2.47731 -0.74544 -4.48525
H 5.31659 -2.29638 -5.17134
H 5.04789 -1.68956 -3.51737
H 4.91925 -0.61556 -4.73553
H 2.88875 -2.40164 -5.71785
H 1.61479 -3.44313 -3.92816
H 2.54574 -2.69026 -2.67794
H 3.94673 -6.08450 -4.24139
H 3.85989 -5.02214 -5.63180
H 2.42222 -5.58656 -4.85178
H 3.04593 -0.43648 -3.70981
H 1.56734 -0.86391 -4.06330
C -6.34140 -1.20749 1.92778
C -5.35092 -0.03896 1.83897
C -5.77954 1.09972 0.88230
O -4.85186 2.10417 0.69150
C -3.79869 1.82920 -0.19930
N -5.15894 0.72978 3.03011
H -6.33471 -1.75995 0.98819
H -7.34329 -0.91188 2.23911
H -5.98371 -1.93973 2.65164
H -4.34047 -0.43158 1.72517
H -6.73266 1.53407 1.18396
H -6.13545 0.71443 -0.07319
H -4.14258 1.63752 -1.21572
H -3.17230 1.04582 0.22737
H -3.18534 2.72148 -0.32474
H -4.58602 1.54549 2.86734
H -6.07090 1.13610 3.18284
C 2.52526 3.82097 -3.33415
C 1.33731 3.68270 -2.37149
C 0.07081 3.13556 -3.10515
O -0.40541 4.17354 -3.95343
C -1.82206 4.10600 -4.13344
N 1.81503 2.71193 -1.35006
H 2.88372 2.88299 -3.75818
H 3.45187 4.21998 -2.92149
H 2.19088 4.45421 -4.15591
H 1.08097 4.65708 -1.95559
H -0.76049 2.80854 -2.48059
H 0.42725 2.29519 -3.70081
H -2.07595 3.14378 -4.57816
H -2.03998 4.92921 -4.81384
H -2.38633 4.26559 -3.21463
H 2.40110 2.03593 -1.81873
H 1.06011 2.11904 -1.03594
C -2.69060 -2.22849 3.31603
C -2.55593 -1.83401 4.83239
C -3.50713 -2.69772 5.76940
O -3.31176 -4.08312 5.42179
C -4.46183 -4.90716 5.25716
N -1.17823 -1.89749 5.29476
H -3.75986 -2.37057 3.15924
H -2.09967 -3.10234 3.04160
H -2.38334 -1.40709 2.66873
H -2.90021 -0.82664 5.06644
H -4.47751 -2.32486 5.44165
H -3.26581 -2.50504 6.81475
H -4.22096 -5.87973 5.68631
H -4.83469 -5.13499 4.25856
H -5.37592 -4.62045 5.77710
H -1.14556 -2.89331 5.12927
H -1.08787 -1.73043 6.28673
C 0.21207 -5.36554 2.63675
C -0.18448 -5.36321 1.11180
C 0.49636 -4.25201 0.27556
O 0.10236 -3.03624 0.84340
C -0.74604 -2.28799 0.02956
N -0.00113 -6.59243 0.36592
H -0.08687 -4.49920 3.22683
H 1.30064 -5.36833 2.69280
H -0.10654 -6.31387 3.06948
H -1.25849 -5.17855 1.13396
H 0.32063 -4.29688 -0.79924
H 1.56494 -4.29473 0.48632
H -0.41370 -2.12363 -0.99545
H -0.82030 -1.32817 0.54077
H -1.76898 -2.66176 -0.01486
H -0.20689 -6.53643 -0.62131
H -0.76690 -7.18741 0.64825
C 1.74634 4.44277 1.93159
C 1.33182 3.02685 2.44524
C -0.22947 2.92480 2.54906
O -0.42489 1.56471 3.04955
C -1.68433 1.26004 3.58145
N 1.97321 1.96867 1.64300
H 1.28741 5.18017 2.59017
H 1.38876 4.57825 0.91087
H 2.81078 4.67318 1.97597
H 1.70890 2.96792 3.46623
H -0.73572 2.90323 1.58399
H -0.66333 3.64058 3.24730
H -1.42831 0.37909 4.17008
H -2.46629 0.90147 2.91208
H -2.12193 2.04536 4.19779
H 2.96713 1.97379 1.82238
H 1.82228 2.22130 0.67683
```

=====

ORCA calculation (wB97M-V/def2-TZVPD) on an isolated molecule of C5H7Br in a non-equilibrium geometry.

Calculated values
* Kohn-Sham gap: 10.238 eV
* ΔE to the lowest compared entry with this formula, charge and spin: 1.669 eV
* LUMO level: 0.9 eV
* 2S+1: 1
* energy: -75338.14921 eV
* charge: 0
* E_HOMO: -9.3 eV
* SMILES: C[C@@H]1C=C(Br)C1

```
13
C5H7Br, DFT wB97M-V/def2-TZVPD
C -0.77155 0.96885 -0.41238
C -1.66824 0.00766 -0.25488
C -0.40269 -1.21018 -0.13933
C 0.45797 0.07822 -0.46621
C 1.52241 0.40033 0.55042
Br -3.53657 -0.12599 0.10389
H -0.95434 2.03857 -0.50765
H -0.52275 -1.61079 0.81000
H -0.56307 -2.06994 -0.75049
H 0.89707 -0.01381 -1.39502
H 2.00230 -0.58766 0.97604
H 1.19479 1.05418 1.46673
H 2.34466 1.07057 0.01889
```

=====

ORCA calculation (wB97M-V/def2-TZVPD) on an isolated molecule of C7H9N3S in a non-equilibrium geometry.

Calculated values
* Kohn-Sham gap: 9.695 eV
* ΔE to the lowest compared entry with this formula, charge and spin: 3.196 eV
* LUMO level: 0.6 eV
* 2S+1: 1
* energy: -22707.92120 eV
* charge: 0
* E_HOMO: -9.1 eV
* SMILES: C[C@](C#N)(NN)c1cccs1

```
20
C7H9N3S, DFT wB97M-V/def2-TZVPD
C 1.81335 0.43256 -0.79365
C -2.27993 1.44488 0.01464
C -0.90596 1.33358 -0.20242
C -2.89573 0.26089 -0.02782
C -0.50627 0.01042 -0.25382
C 0.96338 -1.81364 -1.04907
C 0.91397 -0.56721 -0.18618
N 2.46540 1.19709 -1.32899
N 1.50259 0.52083 1.90096
N 1.33139 -0.71589 1.20310
S -1.82763 -1.05572 -0.02354
H -2.83477 2.28676 -0.08272
H -0.34482 2.25617 -0.19350
H -4.02547 0.17808 -0.05254
H 0.35318 -2.72882 -0.52378
H 2.02957 -2.16782 -1.21572
H 0.52249 -1.64714 -1.98985
H 2.33478 0.96244 1.42266
H 0.61577 1.22203 1.73902
H 0.77473 -1.40949 1.64318
```

=====

ORCA calculation (wB97M-V/def2-TZVPD) on a structure of composition C34H56N2NiO2P3 in a non-equilibrium geometry.

Calculated values
* Kohn-Sham gap (spin up / spin down): 6.688 / 7.211 eV
* LUMO level (spin up / spin down): -3.0 / -3.2 eV
* expectation value of S²: 2.03
* 2S+1: 3
* energy: -112145.26003 eV
* charge: +1
* E_HOMO (spin up / spin down): -9.7 / -10.4 eV

```
98
C34H56N2NiO2P3, DFT wB97M-V/def2-TZVPD
C -1.72621 -1.53006 -2.25382
C 0.52560 -1.73317 -2.46108
C -1.93752 -2.39647 -3.32921
C 0.43368 -2.80821 -3.35094
C -0.84924 -3.12576 -3.81235
H -2.93771 -2.47618 -3.74029
H 1.34767 -3.30750 -3.68278
H -0.98342 -3.89088 -4.57358
N -0.52102 -1.44116 -1.68439
P -2.23753 0.04696 -0.06258
P 2.36235 -0.52534 -0.60519
C -2.68008 -0.46241 -1.79771
H -2.52600 0.41934 -2.43628
H -3.71886 -0.76344 -1.94183
C 0.27560 1.34267 1.24478
O 0.78249 2.14871 1.91705
C 1.62182 -0.69199 -2.43979
H 2.34828 -0.97529 -3.19730
C 3.88194 0.49682 -1.11274
C 2.70563 -1.50023 1.09013
C -3.05588 1.73432 0.03344
C -3.18084 -1.30591 0.89227
C 3.58292 1.92623 -0.63978
H 3.41972 1.98375 0.44335
H 4.44539 2.56303 -0.89415
H 2.69746 2.33603 -1.14242
C 5.20596 -0.02282 -0.52257
H 5.27175 0.01067 0.56578
H 5.41957 -1.03950 -0.87729
H 6.01067 0.62482 -0.90389
C 4.19098 0.52736 -2.62917
H 5.05601 1.19342 -2.77551
H 4.47571 -0.47117 -2.98911
H 3.38157 0.92437 -3.24903
C 3.23331 -0.51626 2.13719
H 2.50618 0.27818 2.35388
H 3.41755 -1.06408 3.07626
H 4.17710 -0.03897 1.86093
C 1.40525 -2.10340 1.63431
H 0.70258 -1.33458 1.98975
H 0.90307 -2.72665 0.88595
H 1.63967 -2.73856 2.50227
C 3.68262 -2.62270 0.76997
H 4.67676 -2.26156 0.49379
H 3.80162 -3.25423 1.66265
H 3.29762 -3.25126 -0.04363
C -3.74873 -0.75925 2.20713
H -4.18727 -1.60575 2.75838
H -2.95142 -0.33343 2.83268
H -4.55509 -0.03109 2.04970
C -2.13389 -2.38425 1.21694
H -1.59344 -2.71751 0.32252
H -1.41854 -2.01221 1.95918
H -2.64598 -3.25589 1.64816
C -4.32329 -1.94481 0.08405
H -4.84171 -2.65123 0.74851
H -5.06593 -1.20899 -0.25126
H -3.95530 -2.51962 -0.77550
C -2.33859 2.68872 -0.94464
H -2.41475 2.35862 -1.98725
H -2.81331 3.67897 -0.86405
H -1.27053 2.79836 -0.71359
C -2.89043 2.29159 1.45669
H -1.84690 2.23238 1.79494
H -3.19134 3.34929 1.44503
H -3.52147 1.77239 2.18469
C -4.53545 1.62703 -0.34940
H -4.66874 1.27651 -1.38220
H -5.10549 0.97696 0.32689
H -4.96822 2.63565 -0.28200
Ni -0.02921 0.26469 -0.11917
N 0.53791 1.21840 -1.55806
C 1.04201 0.63387 -2.60551
C 1.03058 1.44407 -3.85183
C 0.86834 2.81884 -3.63773
C 1.16913 0.95637 -5.16678
C 0.86676 3.72320 -4.69984
H 0.77840 3.18652 -2.61095
C 1.14928 1.85528 -6.23701
H 1.29838 -0.11461 -5.32968
C 0.99592 3.23268 -6.00793
H 0.75366 4.79124 -4.48528
H 1.24784 1.48766 -7.26030
H 0.95422 3.92583 -6.84959
C -0.22454 -1.75694 5.70617
P -0.67822 -0.13576 5.05221
C -2.13742 0.38261 5.97628
C 0.65904 0.98470 5.49168
O -0.91223 -0.16644 3.56581
H -0.14559 -1.71365 6.80076
H 0.74118 -2.06361 5.28225
H -0.99359 -2.48924 5.42557
H -1.86709 0.55477 7.02678
H -2.53746 1.31045 5.54677
H -2.90567 -0.40074 5.92599
H 1.60560 0.43204 5.52022
H 0.72027 1.77141 4.73169
H 0.46655 1.42699 6.47652
```

=====

ORCA calculation (wB97M-V/def2-TZVPD) on a cluster of 2 separate species, C12H17NO in total in a non-equilibrium geometry.

Calculated values
* Kohn-Sham gap: 8.778 eV
* ΔE to the lowest compared entry with this formula, charge and spin: 1.466 eV
* LUMO level: 1.0 eV
* 2S+1: 1
* energy: -16256.92090 eV
* charge: 0
* E_HOMO: -7.8 eV
* SMILES: CCc1c[nH]c2ccccc12.CCO

```
31
C12H17NO, DFT wB97M-V/def2-TZVPD
C -1.52566 1.80080 -3.09959
C -1.03022 0.38625 -2.98478
O -0.44039 2.66673 -3.47901
H -2.39785 1.90652 -3.75278
H -1.81507 2.14865 -2.11229
H -0.05308 0.47976 -2.50613
H -0.65747 3.13264 -4.28749
H -0.87064 -0.19704 -3.88764
H -1.61107 -0.16399 -2.24382
C -0.26071 -2.33070 0.09306
C 0.88445 -2.64077 -0.88373
C 0.19880 -1.64097 1.32942
C 0.92514 -2.11950 2.37035
C 0.13729 -0.20971 1.51567
C 0.85943 0.09625 2.67866
C -0.42156 0.84052 0.77108
C 1.01951 1.38206 3.18014
C -0.16260 2.12867 1.20917
C 0.59435 2.39591 2.34909
N 1.33132 -1.09267 3.19525
H -1.04056 -1.76455 -0.42545
H -0.77272 -3.28069 0.29691
H 1.34771 -1.71144 -1.21611
H 1.23680 -3.13640 2.54807
H 1.51818 -1.17274 4.18809
H -1.16042 0.57586 0.02754
H 1.42740 1.54972 4.16630
H -0.36611 2.93090 0.51097
H 0.81793 3.44183 2.53172
H 0.60177 -3.24784 -1.73826
H 1.68606 -3.15406 -0.34441
```

=====

ORCA calculation (wB97M-V/def2-TZVPD) on an isolated molecule of C4H10ClN in a non-equilibrium geometry.

Calculated values
* Kohn-Sham gap (spin up / spin down): 4.264 / 6.386 eV
* ΔE to the lowest compared entry with this formula, charge and spin: 2.787 eV
* LUMO level (spin up / spin down): 0.9 / -3.8 eV
* expectation value of S²: 2.01
* 2S+1: 3
* energy: -18315.05490 eV
* charge: 0
* E_HOMO (spin up / spin down): -3.4 / -10.2 eV

```
16
C4H10ClN, DFT wB97M-V/def2-TZVPD
C 0.30052 -1.23194 1.57769
C -0.50993 0.73183 -1.70740
C -0.27972 -1.01815 0.23995
C 0.11545 0.29635 -0.47055
N -0.09168 1.55135 0.63960
Cl 1.86354 -0.00861 -0.75162
H 1.37603 -1.00070 1.36703
H 0.27563 -2.26477 1.96995
H -0.19504 -0.37618 2.04449
H -0.06913 1.60358 -2.17648
H -0.47264 -0.10534 -2.41451
H -1.63695 0.84945 -1.53575
H -1.31036 -0.98412 0.32081
H -0.03484 -1.74312 -0.47228
H 0.68558 1.38499 1.35863
H -0.01646 2.31539 0.01043
```

=====

ORCA calculation (wB97M-V/def2-TZVPD) on a cluster of 2 separate species, C11H15N in total in a non-equilibrium geometry.

Calculated values
* Kohn-Sham gap: 9.071 eV
* ΔE to the lowest compared entry with this formula, charge and spin: 0.478 eV
* LUMO level: 1.0 eV
* 2S+1: 1
* energy: -13140.31280 eV
* charge: 0
* E_HOMO: -8.1 eV
* SMILES: Cc1c[nH]c2ccccc12.CC

```
27
C11H15N, DFT wB97M-V/def2-TZVPD
C 0.05788 1.79927 2.28927
C 1.10599 0.74823 0.12737
C 1.08776 1.72416 1.19403
C 2.28866 0.95054 -0.58337
C 2.18772 2.48689 1.04772
C 0.30979 -0.33285 -0.23750
C 0.64510 -1.12240 -1.32141
C 1.76569 -0.79219 -2.09427
C 2.58264 0.27212 -1.76316
N 2.99017 2.01665 -0.01284
H -0.49999 -0.64140 0.42231
H 0.00084 -1.96229 -1.53674
H 1.87105 -1.33805 -3.02786
H 0.07427 0.91879 2.91324
H -0.92130 1.82537 1.83582
H 2.64211 3.32668 1.55020
H 3.30068 2.75275 -0.63359
H 3.40233 0.49178 -2.43340
H 0.25861 2.68050 2.89025
C -3.10459 -2.03228 -0.84405
C -3.16534 -1.95839 0.68908
H -2.85946 -3.00036 -1.26758
H -4.06849 -1.67163 -1.20712
H -2.36918 -1.31496 -1.19380
H -3.95724 -2.58366 1.05700
H -3.41446 -0.95827 1.03766
H -2.21124 -2.28499 1.10275
```